No. 1
{
  "formula": "H80O40",
  "method": "ωB97M-V/def2-TZVPD",
  "homo_lumo_gap_ev": 9.2,
  "e_homo_ev": -10.0,
  "total_charge": 0,
  "e_above_lowest_kcal_mol": 339.7,
  "lumo_ev": -0.8,
  "species": ["H", "H", "O", "H", "H", "O", "H", "H", "O", "H", "H", "O", "H", "H", "O", "H", "O", "H", "O", "H", "H", "O", "H", "H", "O", "H", "H", "O", "H", "H", "O", "H", "O", "H", "H", "O", "H", "H", "O", "H", "H", "O", "H", "H", "O", "H", "H", "O", "H", "H", "O", "H", "O", "H", "H", "O", "H", "O", "H", "H", "O", "H", "H", "O", "H", "H", "O", "H", "H", "O", "H", "H", "O", "H", "H", "O", "H", "H", "O", "H", "H", "O", "H", "H", "O", "H", "H", "O", "H", "O", "H", "H", "O", "H", "H", "H", "H", "H", "H", "O", "H", "H", "O", "H", "H", "O", "H", "H", "O", "H", "H", "O", "H", "H", "O", "H", "H", "O", "H", "H"],
  "coordinates": [[2.30351, -0.43563, -1.38963], [1.41944, 0.66964, -2.20598], [1.33436, -0.18000, -1.86596], [2.87587, -2.74841, 4.48883], [1.53100, -3.27729, 4.02895], [2.49362, -3.17870, 3.74979], [2.48171, 3.13159, -3.46767], [3.62897, 2.32234, -2.76389], [2.72643, 2.47035, -2.73400], [-2.73668, -2.19325, -0.14446], [-2.87400, -3.12022, 0.82990], [-2.10096, -2.64233, 0.52884], [1.36707, 5.32109, 1.01845], [0.78556, 4.30298, 0.22818], [0.57397, 5.03633, 0.77248], [-1.09492, -4.44835, 3.70444], [-1.62090, -4.32683, 2.90184], [-3.45038, -0.67190, -1.63065], [-2.54345, -0.88268, -1.90214], [-2.31226, 0.33912, -0.85254], [-1.16750, 1.23402, -0.75080], [-1.93892, 1.07117, -0.26287], [3.61280, -5.72071, 0.54185], [4.13488, -4.35105, 0.52099], [4.45838, -5.28899, 0.30881], [-1.52584, -3.48527, -0.80842], [-1.89335, -3.68021, -2.22612], [-1.09542, -3.81668, -1.70593], [3.02654, -0.65967, 2.23889], [4.52696, -1.20620, 2.81345], [3.88942, -0.54171, 2.82067], [5.63486, 0.40728, -3.47447], [6.01299, 0.89021, -2.79134], [-1.77953, 4.61461, -4.05461], [-1.82001, 3.12899, -4.44189], [-1.40608, 3.98985, -4.78504], [3.28287, -2.51075, -2.09018], [4.84547, -2.58248, -2.28836], [4.16517, -2.32689, -1.58747], [2.48460, 2.30637, -1.18531], [2.58505, 2.21428, 0.39535], [2.12035, 2.10443, -0.37070], [-2.20180, -1.69015, 2.12172], [-3.30903, -0.66278, 2.10736], [-3.14867, -1.50097, 2.38471], [0.53907, 0.55335, 5.10937], [0.57711, 0.20466, 3.43011], [1.11297, 0.20668, 4.31937], [-2.37776, 1.09716, 1.60209], [-1.61509, 1.60939, 2.82767], [-2.48015, 1.12384, 2.58567], [-2.14669, 5.26164, -2.37902], [-1.27597, 5.73937, -2.26063], [-0.84937, -1.50513, 1.14178], [-0.32431, -0.19875, 1.81867], [-0.39977, -1.13532, 1.97116], [4.90005, 2.44878, 4.10033], [4.52391, 1.57409, 4.13733], [2.41776, -2.42986, -3.94892], [1.15969, -1.98547, -3.15435], [2.11650, -1.98046, -3.16588], [-3.66852, 1.72474, -4.90560], [-2.84104, 0.60720, -5.98644], [-3.13842, 0.88670, -5.08105], [-5.51265, 0.74059, -2.40524], [-4.68023, 1.25192, -1.22772], [-4.58895, 0.64895, -2.08458], [2.38597, -3.32953, -0.22844], [1.67839, -2.75707, 0.76535], [2.61613, -3.06367, 0.65845], [0.79348, 2.40973, -5.21510], [1.65830, 1.72634, -4.04375], [0.92727, 1.67290, -4.63481], [0.35208, -1.90950, -5.57029], [0.16964, -0.48616, -6.08888], [0.82918, -1.25306, -6.15579], [-3.93507, -0.14844, 4.36035], [-5.19904, -0.67357, 3.76152], [-4.59861, -0.84268, 4.50456], [-3.02370, 2.56538, -2.06434], [-2.66724, 2.98494, -0.65771], [-3.11161, 3.25828, -1.42457], [3.59253, 3.70133, 3.66891], [3.55443, 2.72848, 2.61918], [3.08418, 3.54038, 2.74919], [0.03810, -2.44201, -1.32549], [0.28663, -1.06107, -0.51641], [-0.27754, -1.77184, -0.61342], [-1.26448, 5.31263, 2.23607], [-1.92868, 6.00286, 2.29631], [-4.04659, -4.25984, 1.83421], [-4.24264, -3.05341, 2.37607], [-4.77933, -3.48772, 1.69019], [-0.85456, 5.52656, -1.49799], [-0.92051, -3.64359, 2.51212], [5.13250, 0.87105, 4.34771], [-2.64201, -0.28672, -2.74986], [5.72688, 0.33952, -2.08457], [-2.34770, 5.95466, 1.44390], [-6.58142, -0.95488, 0.26593], [-6.42538, -1.63503, 0.93721], [-6.81826, -0.26100, 0.85626], [-0.48318, -1.32761, -3.25727], [-0.76829, -0.40190, -3.48547], [-0.84778, -1.64075, -2.47183], [-1.62432, -1.30339, 5.35225], [-1.99336, -1.54270, 6.10337], [-2.12656, -1.80797, 4.69812], [-4.62981, -2.26631, -0.75835], [-4.84620, -1.39479, -0.50205], [-4.86341, -2.82990, 0.02704], [6.73862, -0.03306, 0.38823], [6.15422, 0.71298, 0.79102], [6.03650, -0.61849, 0.36847], [0.80645, 3.00564, 4.57549], [1.14109, 3.11694, 3.65948], [1.57044, 3.08168, 5.09164], [4.03878, 0.10579, -0.65583], [4.12587, -0.73857, -1.26808], [4.67937, 0.73951, -0.83751]],
  "forces_ev_per_a": [[-3.94, 1.95, -1.93], [0.66, 2.35, -0.59], [3.20, -2.84, 3.52], [0.63, 0.89, 1.09], [1.92, 0.34, -0.59], [-2.61, -1.14, -0.48], [0.87, -1.12, 1.92], [3.21, -0.47, -0.43], [-3.22, 2.03, -2.42], [1.79, -0.05, 0.71], [-0.07, -0.82, 1.30], [-2.39, -0.47, -2.71], [5.23, 2.23, 1.98], [0.18, -1.48, -0.88], [-5.41, -1.05, -1.16], [-0.64, -0.64, 0.44], [2.99, 2.57, -0.90], [-0.41, -0.92, 0.05], [-1.23, 2.47, -2.42], [0.64, 0.43, 0.89], [2.32, 0.61, -0.72], [-2.07, -1.02, 0.41], [0.72, -0.28, -0.18], [1.11, -1.55, -0.43], [-1.75, 1.77, 0.67], [1.57, -0.91, -1.49], [0.10, -0.22, -0.81], [-1.63, 0.36, 1.84], [3.33, -0.63, 1.85], [0.76, -2.35, -0.88], [-3.90, 2.43, -1.23], [-0.90, -1.07, -2.73], [0.78, 1.67, 0.95], [1.55, -1.19, -2.09], [1.17, 1.47, -1.05], [-2.35, -0.47, 2.85], [1.31, 0.71, 0.75], [-1.16, 0.39, 1.52], [0.20, -1.03, -2.55], [1.59, 0.91, -1.78], [2.33, 0.55, 2.44], [-4.68, -0.86, 0.78], [-1.68, 0.74, 0.80], [-0.53, 3.89, -0.82], [1.60, -4.21, 1.38], [1.13, -0.91, -2.92], [1.15, 0.00, 3.41], [-2.12, 0.48, -0.35], [-0.12, 0.11, 0.68], [-2.15, -1.05, -0.08], [2.29, 1.55, -0.61], [1.65, 0.67, 1.31], [-3.33, 0.74, -4.62], [1.24, 0.60, 0.92], [-0.19, 0.50, -0.27], [-0.43, -1.21, -0.90], [1.25, -0.25, 0.49], [-1.31, 0.60, -0.11], [-0.16, -0.33, -0.69], [-0.88, 0.60, -0.33], [1.57, -1.06, -0.01], [1.14, -1.76, -1.67], [-1.05, 1.47, 1.13], [-0.06, 0.30, 0.73], [0.71, -0.49, -0.10], [0.63, -1.63, -2.47], [-1.80, 2.63, 2.65], [1.08, -0.68, -1.15], [0.91, 0.17, 1.39], [-2.33, 0.65, -0.18], [0.29, 0.83, -0.06], [0.86, 0.25, 0.24], [-1.71, -1.45, -0.48], [0.88, 0.90, -0.86], [1.74, -1.34, -0.16], [-2.55, 0.41, 1.08], [0.14, -0.34, 0.22], [0.10, -0.29, 0.41], [-0.48, 0.72, -0.15], [0.16, -0.70, -0.25], [1.03, -0.94, 1.57], [-1.43, 1.89, -1.53], [-2.31, 0.32, -2.87], [0.08, -1.58, -0.80], [1.89, 1.32, 3.46], [-0.53, 1.63, 2.03], [2.33, 2.35, -0.54], [-0.32, -3.56, -1.18], [0.38, -0.02, 0.09], [0.00, -0.07, 0.42], [-2.99, 1.18, -1.25], [-0.72, 2.08, 0.24], [3.41, -3.68, 1.24], [1.51, -1.33, 3.74], [-2.46, -1.85, 0.39], [0.50, 0.16, -0.06], [0.66, -1.88, 1.73], [0.33, -0.60, 1.46], [-0.35, 0.17, -0.52], [0.11, -0.50, 0.42], [0.04, -0.54, -0.43], [-0.60, 1.45, 0.42], [0.70, 1.38, -4.30], [0.73, -1.62, 0.75], [-1.49, -0.05, 2.05], [2.50, 1.34, -5.63], [-2.68, -1.60, 5.87], [0.06, 0.34, -0.31], [0.98, -2.37, -0.04], [-0.98, 1.39, 0.49], [0.26, 0.64, -0.72], [0.03, 4.14, 1.27], [2.05, -1.34, -0.76], [-2.11, -2.86, -0.33], [-1.78, 0.38, -1.95], [-0.12, -0.14, 0.83], [1.73, 0.01, 1.24], [-1.85, -3.27, -0.49], [0.45, 1.37, 1.50], [1.53, 1.65, -0.62]]
}

No. 2
{
  "formula": "C5H12N2O",
  "method": "ωB97M-V/def2-TZVPD",
  "homo_lumo_gap_ev": 8.7,
  "e_homo_ev": -7.7,
  "total_charge": 0,
  "e_above_lowest_kcal_mol": 82.3,
  "smiles": "CCN(C)/N=C\\CO",
  "lumo_ev": 0.9,
  "species": ["C", "C", "N", "C", "N", "C", "C", "O", "H", "H", "H", "H", "H", "H", "H", "H", "H", "H", "H", "H"],
  "coordinates": [[-0.71609, 0.25419, 2.08303], [-0.89155, 0.42591, 0.56073], [-0.38140, -0.66567, -0.20721], [-1.19049, -1.88496, -0.19244], [1.00559, -0.86322, -0.19801], [1.77896, 0.12231, -0.49960], [1.57469, 1.30756, -1.45168], [0.42086, 1.25216, -2.24426], [0.36168, 0.28925, 2.29154], [-1.17539, 1.07786, 2.65663], [-1.12516, -0.70611, 2.48313], [-1.92371, 0.58884, 0.26649], [-0.41947, 1.41482, 0.30828], [-1.16216, -2.41471, -1.18631], [-0.90656, -2.57271, 0.63766], [-2.22693, -1.55639, -0.00723], [2.80304, 0.03219, -0.08283], [1.52407, 2.21021, -0.80303], [2.49005, 1.36561, -2.08850], [0.15997, 0.32286, -2.32637]],
  "forces_ev_per_a": [[-0.06, -0.30, 0.35], [0.20, 1.68, 0.79], [0.22, -0.36, -2.16], [0.15, -0.09, 0.02], [0.08, 0.50, 1.47], [0.08, -0.53, -0.46], [0.10, 0.05, 1.27], [-0.06, -0.25, -0.09], [-0.26, -0.18, 0.12], [0.07, -0.27, -0.37], [0.29, 0.69, -0.43], [-0.27, -0.20, 0.13], [-0.14, -1.05, -0.14], [0.11, 0.45, 1.08], [-0.03, 0.24, -0.59], [0.37, -0.27, -0.18], [-0.40, -0.23, -0.81], [0.10, -0.10, -0.61], [-0.48, -0.02, 0.50], [-0.05, 0.26, 0.11]]
}